Arrangement 1

{
  "formula": "C5H7N3O",
  "method": "wB97M-V/def2-TZVPD",
  "smiles": "Cc1ncc(C#N)[nH]1.O",
  "homo_lumo_gap_ev": 9.14,
  "homo_energy_ev": -9.0,
  "species": ["C", "C", "N", "C", "C", "C", "N", "N", "H", "H", "H", "H", "H", "O", "H", "H"],
  "positions_angstrom": [[0.1359, -1.7685, 1.4430], [0.4906, -0.8699, 0.3117], [-0.0803, -0.8854, -0.8947], [0.6979, -0.0382, -1.6382], [1.1263, 0.9530, -0.7596], [0.7240, 2.3311, -0.7881], [0.2084, 3.3219, -0.4298], [1.2474, 0.2442, 0.4298], [0.6077, -1.4420, 2.3767], [-0.9511, -1.7829, 1.5915], [0.4758, -2.7912, 1.2274], [0.6304, 0.0241, -2.7208], [1.5504, 0.6500, 1.3078], [-2.5660, 0.6917, -0.7207], [-1.8940, -0.0215, -0.7542], [-2.4033, 1.3836, 0.0180]],
  "nbo_charge": [-0.661, 0.394, -0.505, 0.045, -0.072, 0.247, -0.304, -0.502, 0.220, 0.255, 0.243, 0.220, 0.426, -0.976, 0.489, 0.479]
}


Arrangement 2

{
  "formula": "C5H7N3O",
  "method": "wB97M-V/def2-TZVPD",
  "smiles": "[H]/N=C(/O)c1cc[nH]c1N",
  "homo_lumo_gap_ev": 8.33,
  "homo_energy_ev": -7.7,
  "species": ["H", "N", "C", "O", "C", "C", "C", "N", "C", "N", "H", "H", "H", "H", "H", "H"],
  "positions_angstrom": [[1.7382, -1.7217, -0.5435], [2.3781, -0.9701, -0.3001], [1.7534, 0.0778, 0.1073], [2.4881, 1.1919, 0.2798], [0.3222, 0.3403, 0.0947], [-0.3294, 1.6184, -0.0395], [-1.6773, 1.3942, -0.0330], [-1.8789, 0.0279, 0.0657], [-0.6902, -0.6240, 0.1100], [-0.6057, -2.0036, 0.0951], [2.9816, 1.3116, -0.5690], [0.1607, 2.5805, -0.1631], [-2.5191, 2.0721, -0.1318], [-2.7836, -0.4239, 0.0806], [0.1397, -2.3862, 0.6671], [-1.4777, -2.4852, 0.2797]],
  "nbo_charge": [0.333, -0.709, 0.555, -0.699, -0.294, -0.244, -0.100, -0.525, 0.370, -0.815, 0.496, 0.236, 0.216, 0.408, 0.394, 0.378]
}


Which structure is most stable? arrangement 2, by 1.797 eV over the runner-up.


Arrangement 1

{
  "formula": "C5H7N3O",
  "method": "wB97M-V/def2-TZVPD",
  "smiles": "[H]/N=C\\Nc1[nH]ccc1O",
  "homo_lumo_gap_ev": 8.21,
  "homo_energy_ev": -7.5,
  "species": ["H", "N", "C", "N", "C", "N", "C", "C", "C", "O", "H", "H", "H", "H", "H", "H"],
  "positions_angstrom": [[0.5813, -3.5321, -0.3507], [0.3643, -3.3132, -1.4012], [0.1263, -2.0478, -1.3431], [0.0871, -1.3913, -0.1718], [0.1077, 0.0168, -0.0478], [-0.0139, 0.9996, -1.0238], [-0.2193, 2.2110, -0.4822], [-0.2802, 2.0577, 0.8974], [-0.0740, 0.6420, 1.2639], [-0.3259, -0.1712, 2.3772], [-0.2996, -1.3427, -2.2419], [0.5631, -1.7165, 0.7530], [-0.1792, 1.0762, -2.0364], [0.2754, 3.1516, -0.9286], [-0.2921, 2.9468, 1.6545], [-0.4211, 0.4133, 3.0814]],
  "nbo_charge": [0.311, -0.665, 0.280, -0.624, 0.256, -0.545, -0.119, -0.330, 0.160, -0.675, 0.168, 0.426, 0.433, 0.222, 0.222, 0.483]
}


Arrangement 2

{
  "formula": "C5H7N3O",
  "method": "wB97M-V/def2-TZVPD",
  "smiles": "[H]/N=C/N(NC)C(=O)C#C",
  "homo_lumo_gap_ev": 9.65,
  "homo_energy_ev": -9.4,
  "species": ["H", "N", "C", "N", "N", "C", "C", "O", "C", "C", "H", "H", "H", "H", "H", "H"],
  "positions_angstrom": [[1.1825, 3.0383, -0.2601], [1.2644, 2.0046, -0.0676], [0.1583, 1.4941, -0.3480], [-0.1745, 0.1532, -0.2569], [-1.4693, -0.1971, -0.5803], [-2.2636, -0.4641, 0.6407], [0.6914, -0.9244, -0.2985], [0.2194, -2.0333, -0.5698], [2.0777, -0.7444, 0.0567], [3.2855, -0.8958, 0.2280], [-0.6715, 2.0222, -0.7718], [-1.3479, -1.0200, -1.1944], [-2.4580, 0.5720, 1.1411], [-1.6479, -1.1616, 1.3999], [-3.1735, -1.0634, 0.3260], [4.3269, -0.7802, 0.5550]],
  "nbo_charge": [0.354, -0.642, 0.274, -0.309, -0.462, -0.430, 0.594, -0.573, -0.121, -0.107, 0.171, 0.392, 0.205, 0.187, 0.219, 0.249]
}


Which structure is most stable? arrangement 1, by 0.828 eV over the runner-up.


Arrangement 1

{
  "formula": "Cl2H2O2P2",
  "method": "wB97M-V/def2-TZVPD",
  "homo_lumo_gap_ev": 10.50,
  "homo_energy_ev": -10.5,
  "species": ["O", "O", "P", "P", "Cl", "Cl", "H", "H"],
  "positions_angstrom": [[0.5793, -1.7829, -0.1424], [-0.0542, 0.7417, 0.0537], [-1.7589, 0.4174, -0.0973], [0.9721, -0.3986, -0.2668], [2.4378, 0.0173, 1.0256], [1.5464, 0.0819, -2.1850], [-2.0640, 1.5241, 0.7319], [-1.6586, -0.6009, 0.8803]],
  "nbo_charge": [-1.052, -1.065, 0.660, 2.018, -0.230, -0.265, -0.038, -0.029]
}


Arrangement 2

{
  "formula": "Cl2H2O2P2",
  "method": "wB97M-V/def2-TZVPD",
  "homo_lumo_gap_ev": 9.85,
  "homo_energy_ev": -9.6,
  "species": ["O", "O", "P", "P", "Cl", "Cl", "H", "H"],
  "positions_angstrom": [[-0.8029, 0.4770, -0.3703], [1.0394, -0.7013, 0.5262], [0.3860, 1.6418, -0.4518], [-0.2379, -0.9972, -0.0937], [-1.5816, -1.7935, 1.0458], [0.0298, -2.1290, -1.6944], [1.3497, 1.1312, 0.4350], [-0.1825, 2.3710, 0.6032]],
  "nbo_charge": [-1.056, -1.097, 0.624, 1.956, -0.182, -0.200, 0.013, -0.059]
}


Arrangement 3

{
  "formula": "Cl2H2O2P2",
  "method": "wB97M-V/def2-TZVPD",
  "homo_lumo_gap_ev": 9.81,
  "homo_energy_ev": -9.9,
  "species": ["O", "O", "P", "P", "Cl", "Cl", "H", "H"],
  "positions_angstrom": [[-0.1607, -0.0276, -1.7676], [-0.7397, 0.7156, 0.8313], [-0.1778, -0.6654, 0.7100], [-0.4183, 1.4193, -1.3687], [1.3089, 2.2901, -1.1291], [-0.0085, -1.4609, 2.4227], [1.2324, -0.7431, 0.3814], [-1.0362, -1.5281, -0.0801]],
  "nbo_charge": [-1.108, -1.105, 1.419, 1.347, -0.305, -0.219, -0.027, -0.001]
}


Which structure is most stable? arrangement 1, by 0.745 eV over the runner-up.


Arrangement 1

{
  "formula": "C3H7NO3",
  "method": "wB97M-V/def2-TZVPD",
  "smiles": "N[C@@H](CO)C(=O)O",
  "homo_lumo_gap_ev": 10.24,
  "homo_energy_ev": -9.6,
  "species": ["N", "C", "C", "O", "C", "O", "O", "H", "H", "H", "H", "H", "H", "H"],
  "positions_angstrom": [[0.3537, 1.4761, -0.4735], [-0.0074, 0.1040, -0.5764], [0.8080, -0.7174, 0.4140], [2.2050, -0.4524, 0.2631], [-1.4300, -0.2413, -0.1675], [-1.9344, -1.3017, -0.4103], [-2.0303, 0.6955, 0.5872], [1.3581, 1.5210, -0.4034], [-0.0865, 1.8808, 0.3976], [0.0585, -0.3466, -1.5813], [0.5682, -0.4242, 1.4434], [0.6442, -1.7910, 0.2907], [2.4402, -0.7627, -0.5774], [-2.9473, 0.3600, 0.7939]],
  "nbo_charge": [-0.828, -0.185, -0.077, -0.714, 0.793, -0.594, -0.691, 0.378, 0.375, 0.212, 0.183, 0.184, 0.460, 0.505]
}


Arrangement 2

{
  "formula": "C3H7NO3",
  "method": "wB97M-V/def2-TZVPD",
  "smiles": "CC(C)O[N+](=O)[O-]",
  "homo_lumo_gap_ev": 10.61,
  "homo_energy_ev": -10.4,
  "species": ["C", "C", "C", "O", "N", "O", "O", "H", "H", "H", "H", "H", "H", "H"],
  "positions_angstrom": [[0.1682, -1.2024, 0.5370], [-0.6889, 0.0449, 0.1014], [0.0616, 1.0801, -0.7667], [-1.8207, -0.3538, -0.6244], [-3.3187, -0.0059, 0.1178], [-4.1428, -0.2422, -0.6654], [-3.2066, 0.4454, 1.1872], [0.0154, -1.7000, -0.3935], [1.2129, -0.8075, 0.8312], [-0.2617, -1.9054, 1.3315], [-1.0783, 0.5642, 0.9067], [0.5510, 0.5986, -1.6448], [0.8601, 1.5144, 0.0134], [-0.5158, 1.8162, -1.2767]],
  "nbo_charge": [-0.643, 0.061, -0.621, -0.498, 0.748, -0.254, -0.285, 0.224, 0.219, 0.221, 0.186, 0.211, 0.206, 0.225]
}


Arrangement 3

{
  "formula": "C3H7NO3",
  "method": "wB97M-V/def2-TZVPD",
  "homo_lumo_gap_ev": 4.91,
  "homo_energy_ev": -8.4,
  "species": ["O", "C", "N", "C", "O", "C", "H", "H", "H", "H", "H", "H", "H", "O"],
  "positions_angstrom": [[-2.2641, 0.3270, -0.4107], [-1.5955, -0.5085, 0.1042], [0.2846, -0.0472, -1.4566], [-0.1089, -0.8102, -0.4166], [0.3416, -1.8849, -0.2311], [-0.2770, 0.1499, 1.0442], [1.2355, 0.3955, -1.2402], [-0.4912, 0.5075, -1.7814], [0.7120, -0.0874, 1.4218], [-0.1444, 1.1597, 0.6677], [-0.8677, 0.2504, 1.9595], [3.1324, 0.9722, -0.0392], [-2.1260, -1.3878, 0.4534], [2.1687, 0.9637, -0.0751]],
  "nbo_charge": [-0.407, 0.334, -0.784, 0.589, -0.385, -0.618, 0.480, 0.384, 0.354, 0.296, 0.291, 0.446, 0.214, -1.194]
}


Which structure is most stable? arrangement 1, by 5.356 eV over the runner-up.


Arrangement 1

{
  "formula": "C3H7NO3",
  "method": "wB97M-V/def2-TZVPD",
  "smiles": "NCC=O.O=CO",
  "homo_lumo_gap_ev": 10.72,
  "homo_energy_ev": -10.1,
  "species": ["N", "C", "C", "O", "H", "H", "H", "H", "H", "O", "C", "O", "H", "H"],
  "positions_angstrom": [[0.1422, 0.6592, 0.7301], [0.4428, -0.7425, 0.4687], [0.2515, -1.7206, 1.5804], [-0.1607, -1.4798, 2.6770], [-0.8504, 0.8143, 0.8791], [0.6339, 1.0722, 1.5147], [1.4637, -0.8035, 0.0927], [-0.2397, -1.0478, -0.3323], [0.5793, -2.7419, 1.3110], [-1.6207, 0.6013, -1.5477], [-0.7001, 1.1609, -2.1095], [0.4105, 1.5716, -1.5794], [-0.7339, 1.3722, -3.1936], [0.3814, 1.2844, -0.4913]],
  "nbo_charge": [-0.798, -0.349, 0.432, -0.509, 0.412, 0.393, 0.225, 0.258, 0.108, -0.672, 0.651, -0.716, 0.093, 0.471]
}


Arrangement 2

{
  "formula": "C3H7NO3",
  "method": "wB97M-V/def2-TZVPD",
  "smiles": "O=C(O)NCCO",
  "homo_lumo_gap_ev": 10.46,
  "homo_energy_ev": -10.0,
  "species": ["O", "C", "O", "N", "C", "C", "O", "H", "H", "H", "H", "H", "H", "H"],
  "positions_angstrom": [[-2.7642, 1.4474, -0.6180], [-1.8221, 0.8899, -0.1203], [-1.9927, -0.0114, 0.9054], [-0.5297, 1.1661, -0.4120], [0.6256, 0.5074, 0.1413], [0.8656, -0.9451, -0.2681], [2.2398, -1.2564, -0.0624], [-1.6394, -0.8759, 0.6574], [-0.3855, 1.8664, -1.1185], [0.5987, 0.5560, 1.2400], [1.5418, 1.0438, -0.0884], [0.2404, -1.6653, 0.2654], [0.6813, -1.0898, -1.3339], [2.3404, -1.6330, 0.8120]],
  "nbo_charge": [-0.599, 0.873, -0.716, -0.637, -0.258, -0.075, -0.713, 0.481, 0.413, 0.199, 0.227, 0.150, 0.183, 0.470]
}


Which structure is most stable? arrangement 2, by 0.226 eV over the runner-up.


Arrangement 1

{
  "formula": "C3H7NO3",
  "method": "wB97M-V/def2-TZVPD",
  "smiles": "CC(C)=O.O=NO",
  "homo_lumo_gap_ev": 10.51,
  "homo_energy_ev": -9.8,
  "species": ["C", "C", "C", "O", "H", "H", "H", "H", "H", "H", "O", "N", "O", "H"],
  "positions_angstrom": [[-0.0329, -0.1852, 1.1304], [0.0734, 0.5505, -0.1351], [1.1296, 0.1525, -1.1145], [-0.6106, 1.5064, -0.4114], [-0.1033, -1.1899, 1.0477], [-0.7894, 0.2261, 1.7605], [0.9690, 0.0602, 1.5341], [0.5854, -0.7631, -1.6154], [1.9355, -0.3293, -0.5104], [1.5719, 0.8678, -1.8665], [-3.6380, -0.7860, -0.1310], [-2.7049, -0.1262, 0.1219], [-2.9955, 1.2395, 0.4104], [-2.0582, 1.5931, 0.0709]],
  "nbo_charge": [-0.707, 0.638, -0.717, -0.591, 0.240, 0.247, 0.230, 0.250, 0.220, 0.258, -0.276, 0.313, -0.602, 0.497]
}


Arrangement 2

{
  "formula": "C3H7NO3",
  "method": "wB97M-V/def2-TZVPD",
  "smiles": "O=C(O)NCCO",
  "homo_lumo_gap_ev": 10.04,
  "homo_energy_ev": -9.7,
  "species": ["O", "C", "O", "N", "C", "C", "O", "H", "H", "H", "H", "H", "H", "H"],
  "positions_angstrom": [[-2.4213, 1.3812, -0.5353], [-1.5234, 0.8230, 0.0379], [-1.7415, 0.2143, 1.2317], [-0.2728, 0.4957, -0.5628], [0.7833, -0.1456, 0.0940], [2.0833, -0.6249, -0.6325], [2.3571, -1.8011, 0.0685], [-0.8611, -0.1808, 1.6799], [-0.1594, 1.0843, -1.4283], [0.4266, -1.1086, 0.6166], [1.1706, 0.3658, 1.0382], [2.1529, -0.8661, -1.7007], [2.8106, 0.2059, -0.3485], [2.7560, -1.6412, 0.9669]],
  "nbo_charge": [-0.600, 0.891, -0.689, -0.674, -0.247, -0.063, -0.720, 0.490, 0.417, 0.197, 0.153, 0.205, 0.165, 0.475]
}


Arrangement 3

{
  "formula": "C3H7NO3",
  "method": "wB97M-V/def2-TZVPD",
  "smiles": "N[C@@H](CO)C(=O)O",
  "homo_lumo_gap_ev": 9.87,
  "homo_energy_ev": -9.1,
  "species": ["N", "C", "C", "O", "C", "O", "O", "H", "H", "H", "H", "H", "H", "H"],
  "positions_angstrom": [[-1.3165, 1.1586, -0.3709], [-0.3328, 0.3204, 0.2231], [-0.8009, -1.1011, 0.4924], [-1.2614, -1.1386, 1.8328], [0.9449, 0.3418, -0.6209], [1.0333, 0.6263, -1.7797], [1.9713, -0.1838, 0.0790], [-1.7137, 1.0943, -1.2900], [-1.6650, 1.8940, 0.2104], [-0.0427, 0.7422, 1.1765], [-0.0537, -1.8824, 0.3360], [-1.5956, -1.3758, -0.1989], [-1.9917, -1.7579, 1.9313], [2.7623, -0.2320, -0.4753]],
  "nbo_charge": [-0.867, -0.179, -0.061, -0.725, 0.787, -0.585, -0.695, 0.395, 0.381, 0.239, 0.169, 0.171, 0.475, 0.495]
}


Arrangement 4

{
  "formula": "C3H7NO3",
  "method": "wB97M-V/def2-TZVPD",
  "smiles": "CCNOC(=O)O",
  "homo_lumo_gap_ev": 10.52,
  "homo_energy_ev": -9.8,
  "species": ["C", "C", "N", "O", "C", "O", "O", "H", "H", "H", "H", "H", "H", "H"],
  "positions_angstrom": [[-2.0317, 0.0919, 0.6030], [-0.9943, 0.7101, -0.3168], [0.1284, -0.2101, -0.7972], [0.7400, -0.5312, 0.4613], [2.0637, -0.4029, -0.2163], [2.5090, -0.7354, -1.2786], [2.8664, -0.0717, 0.8085], [-2.8460, 0.7999, 0.7542], [-2.4487, -0.8153, 0.1673], [-1.5883, -0.1450, 1.5670], [-0.5079, 1.5741, 0.1347], [-1.4491, 1.0136, -1.2627], [-0.2325, -1.0869, -1.1718], [3.7909, -0.1911, 0.5473]],
  "nbo_charge": [-0.633, -0.232, -0.330, -0.407, 0.990, -0.579, -0.683, 0.218, 0.204, 0.219, 0.201, 0.192, 0.344, 0.496]
}


Which structure is most stable? arrangement 3, by 0.827 eV over the runner-up.